91
Properties=species:S:1:pos:R:3 method="wB97M-V/def2-TZVPD" multiplicity=4 homo_lumo_gap_ev="7.10 / 7.64" charge=0 total_energy_ev=-93361.087 lumo_energy_ev="0.32 / 0.29" max_force_ev_per_a=4.19
V 0.02 -1.59 1.39
P -1.54 -1.21 -0.23
P 0.66 0.60 1.16
Si 2.34 -3.23 3.58
C -1.48 0.57 -0.57
C 0.92 4.05 -3.52
C -6.01 -2.04 0.72
C -0.63 -3.33 -4.23
C -1.52 2.33 -4.46
C 2.69 -0.09 -0.63
C 0.84 2.05 4.99
C 1.83 -5.02 3.38
C -1.18 -2.05 -1.81
C -2.09 4.57 -3.42
C -5.51 -2.40 -0.54
C -2.26 3.10 -3.65
C -1.13 -2.02 -4.23
C -1.11 4.98 -2.30
C 0.62 1.73 2.60
C 0.38 4.04 -4.92
C 1.34 -2.53 5.01
C -0.94 -3.58 1.66
C 4.54 1.78 0.33
C 3.25 1.73 0.87
C -1.39 -1.37 -3.02
C 4.92 0.87 -0.67
C -5.17 -1.42 1.65
C 0.57 3.42 4.83
C 0.32 3.09 2.44
C -4.17 -2.15 -0.86
C -0.47 1.32 -0.06
C 0.85 1.21 3.88
C 0.29 4.42 -2.40
C -3.84 -1.16 1.34
C 3.99 -0.06 -1.14
C 0.31 3.93 3.56
C -3.33 -1.53 0.08
C -0.38 2.76 -5.34
C -0.40 -3.99 -3.02
C 2.04 -2.19 2.00
C 4.18 -3.17 4.00
C -0.65 -3.34 -1.80
C 2.32 0.79 0.40
H 2.81 -1.39 1.96
H -3.77 -2.45 -1.83
H 1.03 0.14 4.00
H 1.23 4.15 -5.61
H 2.97 2.43 1.66
H -1.82 1.29 -4.64
H 0.57 4.07 5.71
H -3.08 4.98 -3.14
H 0.34 1.92 -5.40
H 0.10 5.00 3.43
H -6.15 -2.88 -1.27
H 1.99 3.80 -3.46
H -3.15 2.67 -3.17
H 2.17 -2.78 1.06
H -0.02 -5.02 -3.01
H -1.31 -1.50 -5.17
H -0.42 -3.84 -5.17
H 5.25 2.51 0.70
H -5.56 -1.15 2.63
H 0.84 4.46 -1.46
H 0.27 -2.53 4.76
H -1.90 -3.81 1.15
H 1.47 -3.14 5.92
H -1.13 -3.53 2.76
H -0.73 2.92 -6.37
H -7.05 -2.26 0.97
H 4.28 -0.78 -1.90
H -0.45 -3.85 -0.85
H 4.51 -2.13 4.11
H 5.93 0.89 -1.07
H 1.63 -1.50 5.25
H 4.77 -3.64 3.20
H -3.18 -0.68 2.06
H 4.40 -3.70 4.93
H 0.10 3.49 1.45
H -1.07 6.09 -2.29
H 2.07 -5.59 4.29
H -0.21 -4.38 1.45
H -0.27 4.90 -5.10
H -1.81 5.09 -4.34
H 1.97 -0.83 -1.00
H -1.76 -0.35 -3.01
H 2.37 -5.49 2.55
H -0.29 2.34 -0.40
H -1.52 4.69 -1.32
H 0.76 -5.13 3.19
H -2.29 0.99 -1.18
H 1.06 1.65 5.97